1.
C6H9I | ωB97M-V/def2-TZVPD

Geometry (Å):
C 0.337 -0.245 -1.415
C 0.234 0.756 0.641
C 0.137 -0.565 0.024
C 1.222 0.557 -0.364
C -1.718 1.900 -0.024
C 0.320 -1.993 0.658
I 3.239 -0.032 -0.118
H 0.776 -0.855 -2.197
H -0.345 0.587 -1.658
H 0.324 1.060 1.633
H -1.247 2.504 0.739
H -2.243 1.097 0.372
H -1.813 2.280 -0.950
H 0.907 -2.777 0.154
H -0.678 -2.442 0.732
H 0.550 -1.833 1.773

Results
strongest force on any atom = 0.1144 hartree/bohr
LUMO energy (alpha / beta) = 0.03 / 0.04 eV
electronic energy = -14462.2550 eV
orbital gap (alpha / beta) = 0.2633 / 0.2629 hartree
ΔE to the lowest compared entry with this formula, charge and spin = 110.2 kcal per mole



2.
C34H28BrI2IrNO7PS | ωB97M-V/def2-TZVPD

Geometry (Å):
Ir 1.878 0.441 0.482
O -1.260 5.762 3.170
C -0.066 5.919 3.333
O 0.745 6.670 3.817
C 0.674 4.648 2.682
C 1.232 3.721 3.519
C 1.835 2.628 2.914
N 1.864 2.474 1.594
C 1.316 3.405 0.812
C 0.701 4.539 1.317
C 1.363 3.155 -0.690
O 0.977 4.035 -1.441
O 1.819 2.003 -1.024
H 1.212 3.818 4.595
H 2.292 1.846 3.503
H 0.269 5.259 0.637
Br 0.131 -2.218 5.832
C -0.234 -2.810 4.073
C -0.861 -4.041 3.934
C -1.135 -4.541 2.672
C -0.756 -3.823 1.546
C -0.105 -2.611 1.699
C 0.147 -2.068 2.960
C 0.807 -0.710 3.064
O 0.352 0.169 3.774
O 1.880 -0.587 2.329
H -1.132 -4.601 4.819
H -1.631 -5.498 2.572
H -0.957 -4.206 0.553
H 0.225 -2.076 0.819
C 4.000 -0.745 -1.920
S 3.918 -0.908 -0.130
C 3.234 -2.572 -0.040
H 3.000 -0.828 -2.343
H 4.660 -1.511 -2.326
H 4.412 0.239 -2.134
H 3.971 -3.285 -0.408
H 2.318 -2.622 -0.626
H 3.019 -2.772 1.008
O 0.787 -0.664 -1.189
P -0.599 -0.250 -1.647
C -1.682 -1.685 -1.643
C -1.232 -2.843 -2.285
C -2.006 -3.990 -2.266
C -3.230 -3.991 -1.604
C -3.679 -2.847 -0.965
C -2.906 -1.692 -0.985
C -0.575 0.385 -3.315
C -1.654 0.190 -4.180
C -1.614 0.719 -5.460
C -0.499 1.437 -5.875
C 0.573 1.631 -5.016
C 0.542 1.108 -3.732
C -1.361 0.980 -0.583
C -1.391 0.752 0.798
C -1.966 1.679 1.650
C -2.527 2.839 1.126
C -2.507 3.069 -0.240
C -1.925 2.144 -1.098
H -0.276 -2.840 -2.797
H -1.657 -4.887 -2.762
H -3.833 -4.890 -1.584
H -4.629 -2.850 -0.447
H -3.254 -0.800 -0.480
H -2.517 -0.381 -3.857
H -2.447 0.570 -6.134
H -0.469 1.851 -6.875
H 1.434 2.199 -5.341
H 1.351 1.289 -3.038
H -0.989 -0.157 1.210
H -1.972 1.497 2.717
H -2.967 3.569 1.793
H -2.923 3.984 -0.643
H -1.885 2.346 -2.161
I 4.103 -1.858 3.701
I 6.270 -3.306 4.257

Results
strongest force on any atom = 0.0109 hartree/bohr
LUMO energy (alpha / beta) = -0.98 / -3.50 eV
2S+1 = 5
expectation value of S² = 6.017
electronic energy = -160741.5763 eV
orbital gap (alpha / beta) = 0.2305 / 0.1867 hartree



3.
C18H14F5IN2OSn | ωB97M-V/def2-TZVPD

Geometry (Å):
C 2.786 3.689 0.064
C 3.639 2.450 -0.231
H 2.526 4.229 -0.849
H 3.337 4.382 0.716
H 1.846 3.473 0.604
H 3.140 1.709 -0.874
H 4.545 2.767 -0.763
H 3.954 1.949 0.691
C -2.142 1.799 -1.185
C -3.465 1.605 -1.555
C -3.790 0.475 -2.302
C -2.776 -0.417 -2.643
H -1.843 2.696 -0.640
H -4.207 2.334 -1.240
H -4.812 0.283 -2.605
H -2.967 -1.285 -3.273
N -1.190 0.867 -1.392
C -1.479 -0.234 -2.142
C -0.413 -1.248 -2.277
N 0.795 -0.929 -1.755
C 1.715 -1.897 -1.588
C 0.303 -3.525 -2.651
C 1.504 -3.211 -2.009
H 2.640 -1.615 -1.078
H 2.274 -3.959 -1.828
C -0.652 -2.529 -2.809
H -1.594 -2.708 -3.317
H 0.104 -4.533 -3.011
Sn 0.820 1.104 -0.323
I -0.295 2.737 1.805
F -1.123 -0.993 5.981
C -0.749 -0.947 4.687
C -1.651 -0.458 3.732
F -2.842 0.035 4.123
C -1.289 -0.476 2.403
F -2.182 -0.190 1.429
C 0.040 -0.780 2.038
O 0.449 -0.587 0.816
C 0.940 -1.264 3.011
F 2.197 -1.604 2.642
C 0.536 -1.359 4.325
F 1.373 -1.835 5.271

Results
strongest force on any atom = 0.0276 hartree/bohr
LUMO energy = -1.19 eV
electronic energy = -51440.5065 eV
orbital gap = 0.2323 hartree
ΔE to the lowest compared entry with this formula, charge and spin = 0.0 kcal per mole



4.
C30H39N8O5V | ωB97M-V/def2-TZVPD

Geometry (Å):
V 0.987 -0.091 0.466
O 3.783 -1.905 -1.608
C 3.163 -1.215 -0.805
N 2.061 -1.535 -0.100
C 1.471 -2.802 -0.086
C 1.984 -3.982 -0.617
C 1.275 -5.165 -0.444
C 0.071 -5.172 0.245
C -0.462 -4.000 0.766
C 0.230 -2.805 0.599
N -0.098 -1.541 1.077
C -0.975 -1.306 2.067
O -1.850 -2.034 2.547
C -0.685 0.041 2.630
C -1.483 0.662 3.582
C -1.057 1.835 4.174
C 0.226 2.301 3.856
C 0.978 1.625 2.925
N 0.527 0.546 2.245
C 3.597 0.184 -0.482
C 4.908 0.569 -0.703
C 5.323 1.826 -0.301
C 4.377 2.664 0.277
C 3.080 2.219 0.431
N 2.668 0.987 0.083
H 2.924 -3.962 -1.145
H 1.681 -6.087 -0.840
H -0.464 -6.103 0.383
H -1.394 -4.005 1.309
H -2.422 0.193 3.846
H -1.667 2.356 4.899
H 0.629 3.175 4.348
H 1.997 1.924 2.730
H 5.576 -0.142 -1.168
H 6.347 2.146 -0.431
H 4.649 3.656 0.614
H 2.320 2.870 0.835
C -5.107 -2.524 -0.506
N -4.771 -1.116 -0.331
C -5.667 -0.321 0.491
C -3.591 -0.659 -0.771
O -2.771 -1.329 -1.382
C -3.352 0.845 -0.565
O -2.151 1.329 -1.163
C -1.900 0.789 -2.446
C -0.639 -0.093 -2.412
O 0.324 0.285 -1.700
N -0.530 -1.089 -3.278
C 0.687 -1.898 -3.322
C -1.616 -1.653 -4.059
H -4.928 -3.064 0.423
H -6.150 -2.614 -0.810
H -4.462 -2.942 -1.273
H -6.413 -0.981 0.923
H -5.140 0.167 1.313
H -6.185 0.440 -0.100
H -4.207 1.384 -0.994
H -3.272 1.092 0.495
H -2.793 0.288 -2.803
H -1.674 1.617 -3.129
H 1.428 -1.497 -2.643
H 0.458 -2.924 -3.032
H 1.088 -1.891 -4.337
H -2.451 -0.969 -4.165
H -1.242 -1.893 -5.054
H -1.962 -2.574 -3.587
N -0.482 5.297 -2.212
C -1.250 5.093 -0.942
C -0.308 4.439 0.077
N 0.269 3.207 -0.407
C 0.927 3.360 -1.687
C 0.013 3.984 -2.744
H 0.331 5.883 -2.006
H -1.050 5.776 -2.910
H -2.090 4.432 -1.152
H -1.623 6.053 -0.587
H -0.852 4.253 1.002
H 0.504 5.141 0.309
H -0.400 2.441 -0.432
H 1.256 2.379 -2.024
H 1.813 3.998 -1.564
H -0.856 3.352 -2.916
H 0.536 4.150 -3.684

Results
total charge = +1
strongest force on any atom = 0.0528 hartree/bohr
LUMO energy (alpha / beta) = -3.18 / -3.18 eV
2S+1 = 4
expectation value of S² = 3.783
electronic energy = -79584.5163 eV
orbital gap (alpha / beta) = 0.1615 / 0.2030 hartree
ΔE to the lowest compared entry with this formula, charge and spin = 45.1 kcal per mole